*one*
ORCA calculation (ωB97M-V/def2-TZVPD) on 4 unconnected molecules or ions with the total composition C2H12O3S.

Properties
SMILES string: CSC.O.O.O
Total charge: 0
Multiplicity: 1
LUMO energy, eV: 0.463
Gap between HOMO and LUMO, eV: 9.07

Each line ends with the Löwdin charge.
Cartesian coordinates (Å):
1 C -1.804 -2.448 0.403  -0.4348
2 S -0.120 -3.094 0.506  0.7300
3 C -0.146 -3.740 2.211  -0.4224
4 H -2.483 -2.879 1.135  0.0346
5 H -2.231 -2.790 -0.551  0.0306
6 H -1.818 -1.383 0.320  -0.0004
7 H -1.173 -3.910 2.459  0.0110
8 H 0.478 -4.626 2.321  0.0266
9 H 0.356 -3.066 2.917  0.0299
10 O 2.492 5.317 -1.833  -0.0793
11 H 3.392 5.158 -1.543  0.0255
12 H 1.998 4.485 -1.762  -0.0138
13 O -0.822 1.970 0.539  -0.0478
14 H -1.403 2.614 0.955  0.0407
15 H -0.943 1.085 0.897  0.0309
16 O 0.463 3.327 -2.039  -0.0469
17 H 0.090 3.517 -1.174  0.0302
18 H -0.012 3.780 -2.739  0.0554

***

*two*
ORCA calculation (ωB97M-V/def2-TZVPD) on 4 unconnected molecules or ions with the total composition C2H12O3S.

Properties
SMILES string: CCS.O.O.O
Total charge: 0
Multiplicity: 1
LUMO energy, eV: 0.412
Gap between HOMO and LUMO, eV: 9.99

Each line ends with the Löwdin charge.
Cartesian coordinates (Å):
1 C -0.596 0.516 1.609  -0.1762
2 C -0.354 2.037 1.449  -0.6013
3 S -1.590 2.796 0.355  0.6987
4 H 0.258 0.107 2.132  0.0661
5 H -0.801 -0.001 0.679  0.0584
6 H -1.450 0.365 2.260  0.0645
7 H -0.424 2.497 2.421  0.0551
8 H 0.609 2.160 0.990  0.0532
9 H -2.567 1.929 0.634  -0.1404
10 O 2.358 -1.735 -2.478  -0.0602
11 H 1.877 -2.557 -2.304  0.0272
12 H 1.689 -1.044 -2.507  0.0141
13 O 0.557 -3.742 -0.107  -0.0664
14 H 0.067 -3.788 0.733  0.0425
15 H 1.233 -3.079 0.073  0.0249
16 O -0.090 1.043 -2.293  -0.0697
17 H -0.972 1.427 -2.270  0.0131
18 H 0.197 1.068 -1.377  -0.0034

***

What are the relative energies? In kcal/mol: *one* 6.8; *two* 0.0.